Molecular formula: C19H40NiOP2
Method: DFT, ωB97M-V/def2-TZVPD

Structure (XYZ):
```
63
Properties=species:S:1:pos:R:3:forces:R:3
P 0.267 -1.818 -3.306 -0.458 -0.114 -0.946
P 0.338 1.298 -3.190 0.322 0.365 -0.969
C -0.076 -0.890 -4.891 -0.003 -0.193 0.228
C 0.583 0.485 -4.863 0.029 0.037 0.295
H -1.171 -0.801 -4.978 0.308 -0.012 -0.045
H 0.300 -1.504 -5.723 -0.280 0.175 0.038
H 1.669 0.403 -5.030 -0.325 0.012 0.007
H 0.157 1.147 -5.633 0.276 -0.145 0.098
C -1.330 2.010 -3.559 0.083 0.122 0.217
H -1.584 2.744 -2.783 -0.061 -0.154 -0.194
H -2.087 1.215 -3.548 0.153 0.188 0.022
H -1.329 2.499 -4.544 -0.062 -0.073 0.242
C 1.423 2.743 -3.559 -0.168 0.237 0.116
H 1.097 3.248 -4.480 0.185 -0.019 0.231
H 2.456 2.386 -3.682 -0.289 0.134 0.063
H 1.390 3.444 -2.715 0.086 -0.053 -0.270
C -0.811 -3.251 -3.683 0.193 -0.296 -0.062
H -0.702 -4.003 -2.892 -0.106 0.042 -0.235
H -0.539 -3.681 -4.656 -0.209 -0.096 0.184
H -1.854 -2.907 -3.706 0.252 -0.132 0.019
C 1.932 -2.464 -3.788 -0.085 -0.159 0.176
H 2.676 -1.655 -3.766 -0.198 -0.214 0.016
H 1.884 -2.891 -4.801 0.118 0.056 0.253
H 2.239 -3.240 -3.074 0.027 0.186 -0.214
Ni 0.220 -0.441 2.425 -0.315 1.175 2.111
C 0.904 1.097 0.955 -0.987 0.737 -0.455
C -0.467 0.989 0.876 0.881 1.007 -0.085
C -1.291 0.252 -0.141 -0.436 -0.316 -0.677
C -1.672 -1.187 0.269 -0.336 0.486 0.335
C -0.584 -1.901 1.003 1.521 -1.009 -1.204
C 0.776 -1.808 0.746 -1.106 -0.960 -0.343
C 1.450 -1.015 -0.330 -0.098 0.608 -0.712
C 1.928 0.377 0.139 0.478 -0.766 0.101
C 0.364 -2.026 3.545 0.136 -0.329 1.076
H 1.312 1.887 1.593 -0.331 -0.379 0.131
H -1.040 1.698 1.483 0.351 -0.307 0.055
H -0.805 0.252 -1.129 -0.124 -0.026 0.471
H -2.240 0.796 -0.261 0.315 -0.015 -0.044
H -2.523 -1.129 0.968 0.114 -0.046 -0.279
H -2.024 -1.756 -0.608 0.197 0.086 0.257
H -0.928 -2.696 1.676 0.292 0.423 -0.240
H 1.440 -2.513 1.257 -0.396 0.349 0.022
H 0.783 -0.891 -1.206 0.580 -0.090 0.754
H 2.338 -1.572 -0.675 -0.349 0.100 0.059
H 2.807 0.227 0.793 -0.169 0.197 -0.260
H 2.275 0.952 -0.740 -0.251 -0.070 0.416
H 1.019 -1.626 4.329 -0.109 -0.391 0.047
H 0.750 -2.952 3.104 -0.064 0.161 0.241
H -0.654 -2.189 3.938 0.313 0.012 0.032
C -1.469 2.530 4.317 -0.123 0.173 -0.054
C -0.537 1.438 4.856 -0.391 0.101 0.512
C 0.328 2.070 5.959 0.124 0.058 0.052
C -1.386 0.353 5.525 -0.191 -0.116 0.266
O 0.254 0.929 3.858 0.518 -0.507 -1.298
H -2.036 2.997 5.134 0.005 -0.066 -0.214
H -2.177 2.120 3.585 0.043 -0.018 0.115
H -0.883 3.306 3.816 0.003 -0.042 0.054
H -0.307 2.521 6.735 0.177 -0.079 -0.126
H 0.963 1.309 6.427 -0.061 0.090 -0.097
H 0.974 2.849 5.540 -0.061 -0.094 0.012
H -2.111 -0.070 4.822 0.034 0.031 -0.003
H -0.742 -0.460 5.878 -0.068 0.109 -0.036
H -1.937 0.761 6.389 0.094 -0.168 -0.262
```
Forces are in eV/Å.

<S²>: 2.01
Kohn-Sham gap (alpha / beta): 7.0 / 7.7 eV
charge: 0
multiplicity: 3

=====

Molecular formula: C24H22F2NO
Method: DFT, ωB97M-V/def2-TZVPD

Structure (XYZ):
```
50
Properties=species:S:1:pos:R:3:forces:R:3
C 4.598 1.782 1.640 0.705 -0.091 -0.018
C 3.235 1.210 1.543 -0.249 -0.311 0.029
C 2.141 2.052 1.380 -0.480 0.726 -0.028
F 2.378 3.402 1.306 -0.253 -1.150 -0.008
C 0.843 1.601 1.262 0.254 -0.080 -0.027
C 0.585 0.209 1.358 1.002 0.229 -0.361
C -0.701 -0.374 1.171 0.188 -0.005 1.254
C -1.963 0.194 1.501 -1.013 0.037 0.163
C -2.198 1.558 1.846 -0.212 -0.044 -0.465
C -3.494 2.034 1.808 0.452 0.788 0.194
F -3.711 3.384 1.923 0.290 -1.246 0.136
C -4.612 1.218 1.655 0.262 -0.311 -0.201
C -5.973 1.803 1.641 -0.655 -0.105 0.019
C -4.384 -0.160 1.511 -0.169 0.097 0.221
C -3.103 -0.664 1.446 0.605 0.119 -0.404
C 1.699 -0.659 1.536 -0.617 -0.053 -0.361
C 2.986 -0.170 1.600 0.155 0.269 0.271
H 5.326 0.968 1.687 -0.002 0.188 0.005
H 4.837 2.409 0.772 -0.104 -0.066 0.189
H 4.719 2.401 2.538 -0.119 -0.080 -0.201
H 0.057 2.311 1.024 0.368 -0.123 -0.025
H -0.704 -1.462 1.058 0.017 0.334 -0.123
H -1.391 2.233 2.106 -0.318 -0.060 -0.138
H -6.709 0.995 1.614 0.018 0.186 0.010
H -6.168 2.418 2.527 0.130 -0.059 -0.179
H -6.133 2.434 0.758 0.133 -0.055 0.184
H -5.245 -0.827 1.445 0.275 0.182 0.018
H -2.937 -1.737 1.325 -0.104 0.308 -0.130
H 1.512 -1.733 1.601 0.109 0.284 -0.069
H 3.831 -0.850 1.717 -0.284 0.195 -0.025
C 0.620 -4.550 -1.954 -0.100 0.377 0.083
O 0.200 -3.188 -1.716 0.375 -0.388 -0.239
C 1.007 -2.209 -2.199 0.658 0.287 -0.308
C 2.259 -2.414 -2.819 -0.881 -0.184 0.471
C 3.013 -1.317 -3.254 -0.327 0.709 0.081
C 2.538 0.001 -3.133 0.644 -0.274 -0.288
C 1.295 0.201 -2.548 -0.341 -0.929 0.243
C 0.531 -0.888 -2.055 0.777 0.148 0.141
C -0.629 -0.345 -1.428 -0.703 0.467 -0.612
C -0.617 1.029 -1.673 0.500 -0.786 0.134
N 0.560 1.355 -2.310 -0.376 -0.024 0.269
H -0.197 -5.161 -1.568 0.210 0.006 -0.090
H 0.768 -4.743 -3.028 -0.126 0.118 0.330
H 1.552 -4.765 -1.412 -0.253 0.021 -0.101
H 2.628 -3.434 -2.955 -0.033 0.527 0.037
H 3.990 -1.514 -3.698 -0.316 0.204 0.078
H 3.117 0.851 -3.486 0.014 -0.241 -0.007
H -1.444 -0.955 -1.067 -0.128 0.319 -0.205
H -1.352 1.779 -1.406 0.195 -0.076 -0.092
H 0.841 2.288 -2.593 -0.173 -0.378 0.143
```
Forces are in eV/Å.

Kohn-Sham gap: 5.0 eV
charge: +1

=====

Molecular formula: C4H8B4F16Li4O
Method: DFT, ωB97M-V/def2-TZVPD

Structure (XYZ):
```
37
Properties=species:S:1:pos:R:3:forces:R:3
Li -0.698 4.548 -5.013 0.525 0.092 0.128
Li -5.695 0.748 -0.952 0.614 -0.021 -0.072
Li 2.930 -1.467 2.484 0.005 0.807 0.441
Li 1.718 -2.536 -5.322 0.001 0.562 0.000
B 2.666 2.555 -6.737 2.457 0.269 0.386
F 3.769 3.127 -7.332 0.576 0.852 -0.784
F 1.510 2.903 -7.283 -3.306 1.117 -1.827
F 2.845 1.214 -6.794 -0.043 -3.407 -0.285
F 2.631 2.900 -5.426 -0.283 0.959 2.782
B -1.612 0.167 -1.731 0.080 -0.258 0.653
F -1.143 0.404 -0.442 -0.151 0.454 0.136
F -2.078 1.320 -2.377 -1.006 0.360 0.352
F -0.644 -0.339 -2.523 2.248 -0.853 -1.403
F -2.555 -0.884 -1.639 -1.641 0.200 0.136
B 3.932 2.069 3.978 -0.222 0.623 0.908
F 3.249 2.439 2.848 -0.872 -0.221 -1.176
F 5.144 1.546 3.663 1.701 -1.593 -0.980
F 4.157 3.139 4.778 -0.035 1.638 1.068
F 3.197 1.128 4.735 -0.731 -1.282 -0.185
B -1.867 9.143 -2.159 1.321 0.030 0.242
F -0.764 9.885 -1.723 0.712 0.205 -0.387
F -1.431 7.870 -2.649 0.103 -0.423 -0.380
F -2.639 8.957 -1.062 -1.575 -0.626 1.330
F -2.541 9.807 -3.147 -0.610 0.439 -1.053
C -0.962 -6.512 3.316 0.502 0.960 -1.606
C -2.123 -5.485 3.375 0.152 -0.217 0.242
C -1.381 -4.183 3.811 -0.373 -2.549 -0.958
O -0.136 -4.362 3.048 0.592 1.787 1.155
C 0.062 -5.670 2.530 -1.527 -0.040 -0.068
H -1.194 -7.400 2.728 -0.145 -0.194 0.442
H -0.519 -6.726 4.289 -0.443 -0.227 0.109
H -2.940 -5.923 3.947 0.033 0.651 0.580
H -2.565 -5.250 2.406 0.273 -0.488 -0.366
H -1.290 -4.230 4.896 0.744 0.431 0.002
H -1.907 -3.284 3.490 0.371 0.008 -0.014
H 1.098 -6.008 2.511 0.122 0.269 0.749
H -0.225 -5.609 1.480 -0.167 -0.316 -0.296
```
Forces are in eV/Å.

Kohn-Sham gap: 5.4 eV
charge: 0

=====

Molecular formula: C6H5Cl2NO2
Method: DFT, ωB97M-V/def2-TZVPD

Structure (XYZ):
```
16
Properties=species:S:1:pos:R:3:forces:R:3
C -0.169 -1.555 -0.504 0.928 0.899 -0.430
C -1.280 -0.827 -0.315 -0.172 -3.690 -0.053
C 1.212 -1.224 -0.025 -1.261 -0.150 -1.215
C -1.303 0.346 0.437 -1.698 3.499 -0.727
C 1.477 -0.482 1.054 -1.136 -1.987 1.468
C -0.699 1.522 0.087 -1.985 0.029 2.753
N 0.105 1.787 -1.048 0.747 -2.163 -0.505
O 0.643 2.860 -1.007 0.572 1.193 -0.606
O 0.266 0.926 -1.923 -0.246 1.158 0.618
Cl -2.773 0.441 1.501 1.545 0.113 -0.219
Cl 3.122 -0.529 1.546 0.365 0.759 0.509
H -0.282 -2.346 -1.242 0.287 -0.374 0.509
H -2.213 -1.414 -0.520 0.614 1.260 -0.072
H 2.020 -1.648 -0.650 -0.393 0.449 0.570
H 0.677 -0.295 1.880 1.812 0.155 -1.711
H -0.806 2.438 0.729 0.022 -1.149 -0.891
```
Forces are in eV/Å.

Kohn-Sham gap: 7.5 eV
charge: 0
SMILES: O=[N+]([O-])\C=C(Cl)/C=C\C=C\Cl

=====

Molecular formula: C13H23N2O3PRe
Method: DFT, ωB97M-V/def2-TZVPD

Structure (XYZ):
```
43
Properties=species:S:1:pos:R:3:forces:R:3
C -2.820 0.002 -2.344 0.106 0.512 0.128
C -2.490 -1.080 -1.532 0.081 -0.349 -0.331
C -1.637 -0.990 -0.423 -0.686 0.154 -0.002
C -1.256 0.313 0.021 0.612 0.453 -0.093
C -1.411 1.347 -0.938 -0.281 0.138 -0.153
C -2.221 1.225 -2.068 -0.043 -0.203 -0.191
C -1.357 -2.313 0.244 -0.750 0.341 0.699
C -0.138 -3.219 -0.130 -0.091 -1.147 -0.002
N 1.152 -2.712 -0.490 0.098 1.067 0.372
Re -0.740 1.176 2.019 -1.454 -1.090 -1.530
C -0.678 2.643 -0.788 0.248 0.415 1.151
P 0.589 2.347 0.571 0.637 2.509 -4.123
H -2.930 -2.054 -1.775 0.309 0.329 0.062
H -2.371 2.108 -2.707 0.073 -0.564 0.244
H -3.502 -0.101 -3.189 0.193 -0.082 0.289
H -1.363 3.448 -0.475 0.278 -0.110 -0.025
H -0.164 2.959 -1.714 -0.218 -0.171 0.384
H -1.391 -2.186 1.331 0.159 -0.234 -0.393
H -2.216 -2.955 -0.019 0.451 0.139 0.372
H 0.055 -3.850 0.742 -0.296 -0.100 -0.226
C 1.176 4.020 1.003 -0.034 -0.341 0.567
C 1.956 1.692 -0.462 0.072 -0.514 0.591
H -0.469 -3.864 -0.961 0.200 0.222 0.090
C 1.357 -1.950 -1.682 0.147 0.636 -0.700
C 2.238 -2.761 0.454 0.510 0.095 0.671
H 0.617 1.696 3.085 0.318 0.184 0.735
H 1.743 -2.571 -2.513 -0.222 -0.012 0.326
H 0.420 -1.472 -1.997 0.131 -0.285 0.010
H 2.116 -1.174 -1.491 -0.273 -0.398 -0.102
H 2.938 -3.594 0.243 -0.362 0.215 -0.115
H 2.821 -1.824 0.405 -0.247 -0.466 -0.070
H 1.847 -2.899 1.470 0.062 -0.056 -0.281
H 2.470 2.535 -0.942 -0.153 -0.172 0.218
H 2.659 1.146 0.180 0.086 0.142 -0.302
H 1.571 1.022 -1.239 -0.024 0.167 0.280
H 1.075 4.672 0.127 0.040 -0.199 0.186
H 0.576 4.408 1.834 0.171 0.085 -0.219
H 2.230 3.958 1.298 -0.195 0.162 0.018
H 0.894 1.006 2.729 0.523 0.186 0.328
O -0.122 -1.941 3.414 -1.075 3.600 -1.850
N -0.398 -0.874 2.879 -0.278 -2.003 3.070
O -1.278 -0.010 3.530 0.813 -2.600 0.169
O -1.547 2.672 2.298 0.363 -0.655 -0.252
```
Forces are in eV/Å.

<S²>: 3.77
Kohn-Sham gap (alpha / beta): 7.2 / 6.1 eV
charge: +2
multiplicity: 4

=====

Computed calculated total energy (eV) in order:
-82016.301; -34210.390; -53349.548; -36927.219; -34372.022